Entry 1:
Formula: C33H60N7O6
Source: OMol25
Level of theory: ωB97M-V with the def2-TZVPD basis set

Properties
Multiplicity: 3
Orbital gap (spin up / spin down) in eV: 5.55 / 6.13
⟨S²⟩: 2.010
Total charge: +1

Element x y z (Å)
C  -0.44  1.91  -1.97
C  -0.58  1.10  -0.55
C  -1.93  0.16  -0.43
N  -1.47  -1.29  -0.46
C  -1.67  -2.10  -1.76
N  -2.28  -1.50  -3.03
C  -1.18  -3.69  -1.91
N  -1.36  -4.43  -3.24
C  -0.46  -4.40  -0.61
C  0.07  -5.95  -0.75
O  -0.60  -6.96  -0.16
O  1.29  -6.15  -1.59
O  2.22  -5.30  -1.27
C  2.45  -4.33  -2.39
N  2.30  -3.23  -3.10
C  -0.28  -3.48  0.77
C  0.46  -4.23  2.03
C  -0.39  -5.47  2.69
C  -0.83  -1.90  0.81
C  -0.66  -1.05  2.22
C  -2.02  -1.15  3.19
O  -1.59  -1.50  4.59
C  -2.80  0.31  3.34
N  -3.35  0.57  4.72
H  0.43  2.71  -1.83
H  -0.14  1.18  -2.84
H  -1.41  2.55  -2.21
H  0.36  0.38  -0.42
H  -0.58  1.80  0.40
H  -2.53  0.31  0.56
H  -2.63  0.47  -1.31
H  -3.30  -1.76  -3.07
H  -1.76  -1.85  -3.87
H  -1.54  -5.44  -3.05
H  -2.20  -4.07  -3.75
H  0.80  -3.52  2.90
H  1.46  -4.71  1.59
H  0.36  -6.39  2.78
H  -0.63  -5.16  3.82
H  -1.34  -5.75  2.07
H  0.23  -1.42  2.89
H  -0.50  0.11  2.05
H  -2.80  -1.94  2.82
H  -1.07  -2.35  4.58
H  -3.73  0.24  2.59
H  -2.15  1.22  2.96
H  -3.97  -0.21  5.04
H  -2.62  0.81  5.42
C  7.22  -2.24  -2.25
C  6.38  -1.95  -3.53
C  6.14  -3.26  -4.35
C  7.31  -3.71  -5.20
C  7.81  -2.57  -6.07
C  8.17  -1.31  -5.24
N  7.06  -0.87  -4.33
O  6.07  -0.26  -5.13
C  9.47  -1.61  -4.44
C  8.62  -0.17  -6.22
C  4.98  -1.54  -2.96
H  8.24  -1.87  -2.29
H  6.80  -1.73  -1.37
H  7.26  -3.30  -2.02
H  5.28  -3.11  -5.02
H  5.85  -4.08  -3.67
H  8.12  -4.10  -4.56
H  7.00  -4.54  -5.84
H  8.68  -2.91  -6.65
H  7.04  -2.32  -6.81
H  9.73  -0.77  -3.78
H  10.32  -1.77  -5.11
H  9.40  -2.52  -3.83
H  7.85  0.07  -6.96
H  9.51  -0.47  -6.79
H  8.87  0.74  -5.67
H  5.04  -0.58  -2.42
H  4.61  -2.29  -2.25
H  4.22  -1.44  -3.74
C  -4.37  6.97  4.09
C  -5.18  6.23  2.98
C  -6.68  6.64  3.01
C  -7.51  5.95  4.08
C  -7.32  4.44  4.01
C  -5.83  4.03  4.11
N  -4.96  4.75  3.11
O  -5.20  4.18  1.85
C  -5.35  4.29  5.56
C  -5.73  2.48  3.97
C  -4.59  6.85  1.66
H  -4.07  6.33  4.92
H  -3.42  7.36  3.71
H  -4.93  7.81  4.51
H  -7.14  6.41  2.03
H  -6.78  7.73  3.13
H  -7.25  6.34  5.07
H  -8.57  6.19  3.93
H  -7.90  3.97  4.81
H  -7.75  4.07  3.07
H  -4.28  4.08  5.66
H  -5.87  3.65  6.27
H  -5.53  5.31  5.90
H  -6.16  2.10  3.04
H  -6.27  1.97  4.78
H  -4.68  2.15  4.02
H  -3.54  6.56  1.51
H  -4.63  7.94  1.69
H  -5.15  6.55  0.77



Entry 2:
Formula: C33H61AlClN4O12
Source: OMol25
Level of theory: ωB97M-V with the def2-TZVPD basis set

Properties
Multiplicity: 1
Orbital gap in eV: 6.19
Total charge: -1

Element x y z (Å)
C  -2.03  8.12  -2.89
C  -2.40  6.60  -2.62
C  -1.50  5.72  -3.57
Cl  -2.34  5.64  -5.21
Al  -1.14  3.84  -2.83
C  -1.29  2.47  -4.33
C  -0.33  2.64  -5.57
C  1.20  2.89  -5.27
C  1.80  2.06  -4.11
N  3.25  2.30  -3.88
C  3.62  3.68  -3.76
N  4.68  4.05  -4.38
N  2.84  4.65  -3.02
O  -2.39  3.33  -1.51
C  -1.65  2.71  -0.45
C  -1.19  1.26  -0.79
N  0.10  0.90  -0.14
C  -0.09  0.18  1.12
C  -0.23  -1.38  0.97
C  0.99  -2.14  1.61
O  -0.41  -1.82  -0.37
H  -1.18  8.39  -2.23
H  -2.92  8.76  -2.70
H  -1.66  8.23  -3.92
H  -3.44  6.46  -2.96
H  -2.24  6.34  -1.56
H  -0.53  6.24  -3.72
H  0.27  3.86  -2.09
H  -2.33  2.57  -4.73
H  -1.20  1.41  -4.00
H  -0.67  3.49  -6.19
H  -0.39  1.71  -6.17
H  1.36  3.98  -5.19
H  1.74  2.57  -6.19
H  1.25  2.14  -3.16
H  1.72  0.99  -4.42
H  3.54  1.86  -3.01
H  4.82  5.04  -4.21
H  2.22  5.16  -3.65
H  3.45  5.37  -2.65
H  -0.79  3.34  -0.14
H  -2.33  2.64  0.44
H  -1.06  1.08  -1.87
H  -1.95  0.53  -0.44
H  0.66  0.38  -0.80
H  -0.96  0.57  1.67
H  0.79  0.38  1.76
H  -1.13  -1.69  1.53
H  0.88  -3.23  1.49
H  1.02  -1.98  2.71
H  1.93  -1.81  1.14
H  -0.19  -2.76  -0.39
O  0.19  2.63  3.79
C  0.92  3.29  3.12
O  0.90  3.29  1.76
C  1.97  4.10  1.26
C  2.33  5.04  2.39
C  2.02  4.20  3.62
H  2.80  3.44  0.99
H  1.64  4.63  0.37
H  3.35  5.40  2.35
H  1.66  5.91  2.37
H  2.87  3.58  3.92
H  1.68  4.80  4.46
O  -1.41  -4.05  2.21
C  -1.16  -5.07  2.76
O  -1.23  -5.25  4.11
C  -0.74  -6.56  4.45
C  -0.89  -7.38  3.18
C  -0.67  -6.34  2.10
H  0.29  -6.48  4.77
H  -1.33  -6.97  5.27
H  -0.20  -8.22  3.13
H  -1.91  -7.77  3.11
H  0.39  -6.22  1.85
H  -1.24  -6.55  1.20
O  -5.70  6.74  0.99
C  -5.49  5.70  1.53
O  -5.57  5.52  2.88
C  -5.15  4.19  3.22
C  -5.32  3.38  1.95
C  -5.04  4.42  0.87
H  -4.11  4.23  3.55
H  -5.76  3.82  4.03
H  -4.66  2.51  1.90
H  -6.35  3.03  1.87
H  -3.98  4.48  0.63
H  -5.62  4.22  -0.03
O  1.23  -4.58  -0.48
C  0.79  -5.04  -1.49
O  -0.53  -5.29  -1.68
C  -0.72  -5.93  -2.95
C  0.51  -5.58  -3.77
C  1.58  -5.47  -2.70
H  -0.81  -7.01  -2.78
H  -1.64  -5.57  -3.41
H  0.73  -6.30  -4.55
H  0.37  -4.60  -4.25
H  2.06  -6.43  -2.49
H  2.34  -4.72  -2.95
O  1.02  -8.96  4.84
C  2.14  -8.53  4.88
O  2.46  -7.35  5.47
C  3.86  -7.07  5.26
C  4.49  -8.41  4.97
C  3.37  -9.16  4.27
H  3.94  -6.38  4.42
H  4.27  -6.60  6.15
H  5.41  -8.34  4.38
H  4.74  -8.91  5.91
H  3.36  -8.98  3.20
H  3.40  -10.23  4.48



Entry 3:
Formula: C33H62N10OP
Source: OMol25
Level of theory: ωB97M-V with the def2-TZVPD basis set

Properties
Multiplicity: 1
Orbital gap in eV: 3.18
Total charge: -1

Element x y z (Å)
C  -0.58  -0.58  1.89
P  0.58  -1.69  0.91
O  1.73  -2.43  1.99
N  -0.28  -3.03  0.27
N  0.20  -3.13  -1.09
H  -0.28  0.47  1.69
H  -0.46  -0.84  2.98
H  -1.65  -0.66  1.58
H  2.61  -2.07  1.79
H  -0.20  -3.92  -1.58
H  0.06  -2.26  -1.59
C  1.54  -0.27  6.51
C  2.33  -1.34  5.76
C  3.40  -0.75  4.84
C  2.78  0.12  3.82
N  2.30  0.77  3.02
H  0.99  0.38  5.83
H  0.80  -0.74  7.17
H  2.20  0.35  7.12
H  1.63  -1.95  5.17
H  2.80  -2.01  6.48
H  3.94  -1.55  4.34
H  4.12  -0.16  5.42
C  -3.31  1.72  -0.65
C  -2.19  2.67  -1.04
C  -1.45  2.23  -2.31
C  -0.83  0.90  -2.10
N  -0.36  -0.12  -1.94
H  -2.92  0.72  -0.42
H  -3.82  2.08  0.24
H  -4.04  1.63  -1.45
H  -1.48  2.75  -0.21
H  -2.61  3.67  -1.20
H  -0.66  2.95  -2.56
H  -2.14  2.18  -3.15
C  -4.47  -4.65  -3.59
C  -3.43  -3.59  -3.93
C  -3.23  -2.57  -2.80
C  -4.51  -1.86  -2.53
N  -5.57  -1.27  -2.30
H  -5.45  -4.21  -3.43
H  -4.56  -5.37  -4.40
H  -4.18  -5.20  -2.68
H  -3.74  -3.07  -4.84
H  -2.47  -4.08  -4.14
H  -2.47  -1.84  -3.09
H  -2.89  -3.07  -1.89
C  5.04  -1.63  -1.54
C  4.39  -0.31  -1.16
C  5.08  0.38  0.02
C  5.02  -0.49  1.22
N  4.97  -1.16  2.14
H  4.98  -2.36  -0.73
H  4.54  -2.07  -2.41
H  6.10  -1.49  -1.80
H  3.34  -0.49  -0.93
H  4.42  0.37  -2.02
H  4.58  1.33  0.25
H  6.12  0.59  -0.21
C  9.88  1.45  -2.81
C  8.96  0.40  -3.42
C  8.00  0.99  -4.46
C  7.13  2.02  -3.84
N  6.47  2.82  -3.36
H  9.32  2.22  -2.27
H  10.56  0.98  -2.09
H  10.48  1.94  -3.58
H  8.38  -0.07  -2.62
H  9.56  -0.38  -3.89
H  7.37  0.20  -4.87
H  8.56  1.44  -5.28
C  -7.36  -1.28  -7.07
C  -7.27  0.21  -6.77
C  -6.03  0.58  -5.95
C  -6.06  -0.11  -4.64
N  -6.08  -0.65  -3.62
H  -7.46  -1.86  -6.15
H  -8.25  -1.49  -7.67
H  -6.48  -1.63  -7.61
H  -8.17  0.53  -6.24
H  -7.24  0.76  -7.72
H  -6.00  1.66  -5.78
H  -5.12  0.30  -6.49
C  1.40  -4.35  10.05
C  2.11  -3.34  9.16
C  2.46  -2.04  9.89
C  1.23  -1.39  10.39
N  0.28  -0.89  10.78
H  0.45  -3.97  10.41
H  1.19  -5.27  9.50
H  2.02  -4.61  10.92
H  1.47  -3.11  8.30
H  3.02  -3.78  8.77
H  2.98  -1.36  9.22
H  3.12  -2.24  10.73
C  -4.01  7.07  -1.50
C  -5.50  7.09  -1.15
C  -5.87  6.09  -0.06
C  -5.55  4.71  -0.50
N  -5.30  3.65  -0.84
H  -3.71  6.11  -1.90
H  -3.79  7.82  -2.26
H  -3.40  7.29  -0.62
H  -6.08  6.89  -2.06
H  -5.78  8.10  -0.82
H  -6.94  6.15  0.16
H  -5.32  6.30  0.86